No. 1
The following is a quantum chemistry calculation of a molecular structure, C7H15ClO3S, from the Open Molecules 2025 dataset.

Last column: Löwdin charge in e.
Geometry (Å):
C (-2.642, 1.037, 1.112)  -0.0414
C (-2.363, -1.153, 0.246)  -0.0204
C (-2.155, 0.876, -1.252)  -0.0447
C (5.119, 0.758, 0.397)  -0.1188
C (-0.390, 0.257, 0.229)  -0.1943
C (2.583, -0.745, -1.051)  -0.7893
C (-1.829, 0.246, 0.043)  -0.5873
O (3.007, 1.805, -0.843)  -0.3557
O (2.700, 0.476, 1.269)  -0.2390
O (0.236, 0.554, 1.205)  0.0929
S (3.345, 0.549, -0.212)  0.6662
Cl (2.983, -2.194, -0.161)  0.4871
H (-3.590, 1.154, 0.712)  0.0587
H (-2.054, 1.991, 1.289)  0.1120
H (-2.736, 0.676, 2.126)  0.0845
H (-2.473, -1.685, -0.675)  0.0856
H (-1.834, -1.681, 0.996)  0.0933
H (-3.359, -1.024, 0.507)  0.0641
H (-2.347, 1.946, -1.155)  0.0974
H (-1.388, 0.827, -1.936)  0.0535
H (-3.083, 0.405, -1.700)  0.1237
H (5.563, -0.153, 0.757)  0.0384
H (5.755, 1.310, -0.321)  0.0743
H (5.036, 1.136, 1.433)  0.0638
H (0.176, -0.203, -0.742)  0.1660
H (2.802, -0.952, -2.177)  0.0590
H (1.739, 0.548, 1.148)  -0.0292

2S+1: 1
Largest force on an atom (eV/Å): 4.2
E (eV): -36998.0559
Orbital gap (Ha): 0.3211
M (g/mol): 214.7

No. 2
The following is a quantum chemistry calculation of 2 unconnected molecules or ions with the total composition C7H15ClSi, from the Open Molecules 2025 dataset.

Last column: Löwdin charge in e.
Geometry (Å):
C (-2.572, -1.350, 3.357)  -0.1703
C (-1.633, -0.540, 2.999)  -0.0706
C (0.608, 0.693, -2.191)  -0.1442
C (0.635, 1.934, 0.064)  -0.1490
C (1.713, -0.410, -0.097)  -0.0747
C (-1.550, -2.037, -0.517)  -0.2329
C (0.556, 0.544, -0.626)  -0.6510
Si (-1.210, -0.168, -0.254)  0.3818
Cl (-2.375, 1.271, -1.066)  0.3619
H (-2.739, -1.458, 4.484)  0.0758
H (-3.295, -1.631, 2.733)  -0.0239
H (-0.732, -0.080, 3.560)  0.0385
H (0.494, -0.262, -2.712)  0.0786
H (-0.097, 1.421, -2.554)  0.0346
H (1.526, 1.120, -2.569)  0.0728
H (-0.356, 2.205, 0.458)  0.0107
H (0.743, 2.835, -0.612)  0.0855
H (1.393, 2.094, 0.969)  0.1161
H (2.410, -0.517, -1.000)  0.0962
H (2.294, -0.021, 0.708)  0.0538
H (1.388, -1.410, 0.046)  0.0311
H (-0.663, -2.650, -0.225)  0.0363
H (-2.411, -2.403, 0.031)  0.0067
H (-1.796, -2.032, -1.623)  0.0363

2S+1: 1
Largest force on an atom (eV/Å): 4.9
E (eV): -27898.5033
Orbital gap (alpha / beta) (Ha): 0.3035 / 0.2599
M (g/mol): 162.7
Energy relative to the best compared isomer or geometry (same formula, charge and spin) (kcal per mole): 92.8

No. 3
The following is a quantum chemistry calculation of a molecular structure, C7H15Cu6O7P, from the Open Molecules 2025 dataset.

Last column: Löwdin charge in e.
Geometry (Å):
Cu (-0.395, 0.233, -8.708)  0.9145
Cu (3.778, -2.733, -7.651)  0.7443
Cu (-0.807, -7.818, -3.491)  0.9638
Cu (0.636, -5.211, -10.601)  0.7164
Cu (2.069, -2.698, -2.529)  0.9371
Cu (-3.610, -6.448, -7.624)  0.9194
C (-0.736, -3.121, -6.174)  -1.1157
O (-1.355, -3.074, -7.266)  -0.0297
O (0.170, -2.301, -6.030)  -0.0429
O (-1.160, -3.868, -5.287)  -0.0141
C (2.585, 2.383, 4.400)  -0.0584
C (2.601, 1.519, 3.116)  -0.2503
O (1.799, 2.145, 2.113)  -0.1548
P (0.466, 1.442, 1.748)  0.4142
O (0.719, 0.132, 1.043)  -0.3020
O (-0.376, 1.419, 3.188)  -0.1982
C (-1.245, 0.309, 3.651)  -0.2194
C (-0.904, -0.117, 5.109)  -0.0603
O (-0.245, 2.550, 0.917)  -0.1518
C (-1.526, 2.320, 0.435)  -0.2850
C (-1.484, 2.423, -1.111)  -0.0628
H (3.018, 3.382, 4.448)  0.0837
H (1.557, 2.391, 4.762)  0.0644
H (3.059, 1.889, 5.248)  0.0777
H (3.638, 1.403, 2.800)  0.1163
H (2.294, 0.499, 3.348)  0.1063
H (-2.269, 0.678, 3.719)  0.1100
H (-1.209, -0.551, 2.982)  0.1011
H (-1.412, 0.446, 5.891)  0.0821
H (-1.059, -1.187, 5.253)  0.0725
H (0.180, -0.084, 5.227)  0.0668
H (-1.930, 1.354, 0.739)  0.1107
H (-2.258, 3.043, 0.794)  0.1298
H (-2.466, 2.272, -1.560)  0.0699
H (-1.101, 3.422, -1.317)  0.0852
H (-1.022, 1.555, -1.582)  0.0590

2S+1: 1
Largest force on an atom (eV/Å): 4.0
E (eV): -298907.2140
Orbital gap (Ha): 0.0900
M (g/mol): 623.4
Charge: +4

No. 4
The following is a quantum chemistry calculation of a single C7H15F3O3SSi molecule, from the Open Molecules 2025 dataset.

Last column: Löwdin charge in e.
Geometry (Å):
C (-1.119, -1.876, 0.216)  -0.0928
C (0.376, -1.488, -0.010)  -0.5376
C (1.066, -2.428, -1.001)  -0.0992
C (1.096, -1.720, 1.372)  -0.1075
Si (0.712, 0.430, -0.507)  0.5671
C (0.141, 0.898, -2.232)  -0.1331
C (2.447, 0.986, -0.122)  -0.1493
O (-0.190, 1.474, 0.493)  -0.3245
S (-1.768, 1.467, 0.654)  0.7744
O (-2.212, 0.918, -0.659)  -0.3030
O (-2.062, 0.407, 1.635)  -0.2994
C (-2.354, 3.158, 1.259)  -0.5982
F (-1.436, 3.704, 2.056)  0.1742
F (-2.611, 3.829, 0.129)  0.1471
F (-3.522, 2.951, 1.917)  0.1445
H (-1.359, -2.877, 0.483)  0.0694
H (-1.621, -1.673, -0.714)  0.0721
H (-1.601, -1.361, 1.050)  0.0482
H (0.829, -3.442, -0.688)  0.0878
H (2.149, -2.072, -1.001)  0.0959
H (0.777, -2.319, -2.009)  0.0504
H (2.194, -1.645, 1.357)  0.0761
H (0.737, -0.967, 2.093)  0.0780
H (0.859, -2.583, 1.933)  0.0608
H (0.724, 0.382, -2.927)  0.0118
H (-0.839, 0.544, -2.231)  -0.0119
H (0.154, 2.014, -2.366)  0.0727
H (2.642, 2.003, -0.530)  0.0510
H (3.165, 0.364, -0.628)  0.0227
H (2.626, 0.923, 0.977)  0.0521

2S+1: 1
Structure (SMILES): CC(C)(C)[Si](C)(C)OS(=O)(=O)C(F)(F)F
Largest force on an atom (eV/Å): 8.6
E (eV): -40509.5958
Orbital gap (Ha): 0.3819
M (g/mol): 264.3
Energy relative to the best compared isomer or geometry (same formula, charge and spin) (kcal per mole): 18.9

No. 5
The following is a quantum chemistry calculation of a gas-phase ion, C7H15F5N2PS (charge +1), from the Open Molecules 2025 dataset.

Last column: Löwdin charge in e.
Geometry (Å):
C (-1.886, 1.189, -2.949)  -0.1423
C (-0.491, 0.574, -2.865)  -0.4926
S (-0.412, -0.856, -1.739)  0.9330
C (0.945, -0.403, -0.648)  -0.4177
N (0.536, -0.261, 0.815)  -0.2470
C (0.808, -1.576, 1.573)  -0.1749
C (0.438, -2.826, 0.779)  -0.0770
P (-1.309, 0.074, 1.067)  0.8290
N (-2.223, -1.160, 0.995)  -0.2137
C (1.407, 0.808, 1.458)  -0.4538
F (1.336, 0.654, 2.782)  0.1675
F (2.661, 0.575, 1.051)  0.1763
C (1.050, 2.310, 1.125)  -0.5608
F (2.127, 3.039, 1.268)  0.2386
F (0.095, 2.734, 1.945)  0.1775
F (0.596, 2.414, -0.136)  0.1505
H (-2.371, 1.237, -1.972)  0.0497
H (-1.821, 2.211, -3.333)  0.0853
H (-2.537, 0.615, -3.613)  0.0828
H (0.247, 1.311, -2.543)  0.0662
H (-0.170, 0.220, -3.845)  0.0776
H (1.353, 0.539, -0.999)  0.0828
H (1.740, -1.147, -0.682)  0.1004
H (1.879, -1.573, 1.789)  0.1373
H (0.245, -1.526, 2.506)  0.1191
H (-0.460, -2.705, 0.179)  0.0338
H (0.226, -3.613, 1.507)  0.1015
H (1.273, -3.177, 0.169)  0.0905
H (-1.185, 0.692, 2.313)  0.0454
H (-1.490, 1.058, 0.109)  0.0145
H (-2.607, -1.432, 1.895)  0.0205

2S+1: 1
Structure (SMILES): CCSC[N@+](CC)([PH2]=N)C(F)(F)C(F)(F)F
Largest force on an atom (eV/Å): 1.1
E (eV): -44186.0526
Orbital gap (Ha): 0.3824
M (g/mol): 285.2
Charge: +1

No. 6
The following is a quantum chemistry calculation of a molecular structure, C7H15N, from the Open Molecules 2025 dataset.

Last column: Löwdin charge in e.
Geometry (Å):
C (-1.100, -0.352, -0.263)  -0.2506
C (0.882, 0.441, 1.251)  -0.2041
C (-2.120, 0.601, 0.267)  -0.0498
C (-1.580, -1.608, -0.870)  -0.0562
C (2.239, 1.131, 1.101)  -0.1028
C (0.416, -0.238, -0.032)  -0.5190
N (-0.004, 0.804, -1.267)  0.1262
C (1.204, -1.325, -0.480)  -0.0827
H (0.697, 0.695, -1.981)  0.0938
H (-0.433, 1.711, -1.167)  0.0739
H (0.149, 1.178, 1.586)  0.0895
H (0.935, -0.326, 2.030)  0.1189
H (-1.703, 1.484, 0.749)  0.0710
H (-2.741, 0.065, 0.990)  0.1020
H (-2.775, 0.963, -0.534)  0.0950
H (-2.667, -1.704, -0.826)  0.0826
H (-1.284, -1.709, -1.920)  0.0967
H (-1.049, -2.434, -0.360)  0.0928
H (1.035, -1.783, -1.443)  0.0117
H (2.156, -1.530, -0.015)  0.0128
H (2.197, 1.892, 0.318)  0.0684
H (2.527, 1.621, 2.034)  0.0672
H (3.022, 0.424, 0.833)  0.0628

2S+1: 1
Largest force on an atom (eV/Å): 2.8
E (eV): -8988.2557
Orbital gap (Ha): 0.2473
M (g/mol): 113.2
Energy relative to the best compared isomer or geometry (same formula, charge and spin) (kcal per mole): 97.6

No. 7
The following is a quantum chemistry calculation of a molecular structure, C7H15N, from the Open Molecules 2025 dataset.

Last column: Löwdin charge in e.
Geometry (Å):
C (1.148, -0.402, 3.000)  -0.0175
C (1.464, 0.974, 2.560)  -0.2593
C (0.719, 1.127, 1.224)  -0.1861
C (0.738, -0.292, 0.626)  -0.1532
C (-0.471, -0.642, -0.181)  -0.3634
N (-0.422, -0.079, -1.463)  -0.0216
C (-1.462, -0.569, -2.306)  -0.3766
C (-1.338, 0.053, -3.705)  -0.1179
H (0.737, -0.830, 1.765)  0.0863
H (0.527, -0.517, 3.887)  0.0858
H (1.986, -1.093, 3.086)  0.0839
H (2.533, 1.155, 2.396)  0.1132
H (1.108, 1.773, 3.216)  0.1083
H (1.137, 1.925, 0.608)  0.1183
H (-0.321, 1.368, 1.464)  0.1134
H (1.652, -0.519, 0.075)  0.1293
H (-0.491, -1.754, -0.237)  0.1369
H (-1.387, -0.366, 0.391)  0.1262
H (-2.471, -0.319, -1.920)  0.1108
H (-1.478, -1.664, -2.402)  0.1003
H (-2.133, -0.289, -4.367)  0.0606
H (-1.406, 1.136, -3.581)  0.0625
H (-0.367, -0.176, -4.134)  0.0598

2S+1: 1
Largest force on an atom (eV/Å): 2.8
E (eV): -8985.9176
Orbital gap (Ha): 0.1651
M (g/mol): 113.2
Energy relative to the best compared isomer or geometry (same formula, charge and spin) (kcal per mole): 151.6

No. 8
The following is a quantum chemistry calculation of 2 unconnected molecules or ions with the total composition C7H15N, from the Open Molecules 2025 dataset.

Last column: Löwdin charge in e.
Geometry (Å):
C (1.113, 2.901, 0.322)  -0.2341
C (-0.494, -2.174, 0.002)  -0.0537
C (1.476, -0.903, 1.148)  -0.0758
C (-1.008, 0.789, 0.895)  -0.1114
C (-0.754, 0.544, -1.599)  -0.0990
C (0.519, -1.014, -0.025)  -0.4124
C (-0.269, 0.284, -0.260)  -0.3702
N (1.515, 1.878, -0.237)  0.0545
H (1.728, 3.796, 0.249)  0.0492
H (0.040, 3.211, 0.629)  0.0687
H (0.000, -3.144, -0.032)  0.0860
H (-1.012, -2.184, -0.913)  0.0627
H (-1.074, -2.263, 0.824)  0.0423
H (0.774, -0.878, 2.050)  0.0876
H (1.964, -1.809, 1.275)  0.0401
H (2.087, 0.116, 0.968)  0.1063
H (-2.172, 0.516, 0.807)  0.1393
H (-1.172, 1.892, 0.757)  0.0454
H (-0.513, 0.743, 1.941)  0.1130
H (-1.917, 0.277, -1.824)  0.1436
H (-0.559, 1.594, -1.941)  0.0878
H (-0.081, 0.009, -2.292)  0.0792
H (1.034, -1.152, -1.053)  0.1509

2S+1: 1
Largest force on an atom (eV/Å): 3.6
E (eV): -8987.6704
Orbital gap (alpha / beta) (Ha): 0.3160 / 0.2834
M (g/mol): 113.2
Energy relative to the best compared isomer or geometry (same formula, charge and spin) (kcal per mole): 111.1

> Which value of largest force on an atom does entry 3 give?

4.0 eV/Å

> Which value of 2S+1 does entry 1 give?

1

> 2S+1 of number 6 (C7H15N)?

1